{
  "formula": "C49H35AuBrN3O3S2",
  "method": "wB97M-V/def2-TZVPD",
  "homo_ev": [-11.668, -11.668],
  "gap_ev": [3.75, 3.75],
  "lumo_ev": [-7.92, -7.92],
  "charge": 2,
  "species": ["Au", "C", "C", "C", "C", "C", "C", "C", "S", "O", "C", "C", "C", "C", "C", "C", "C", "C", "C", "C", "C", "C", "C", "C", "C", "C", "C", "C", "C", "C", "S", "O", "C", "C", "C", "C", "C", "C", "C", "H", "H", "H", "H", "H", "H", "H", "H", "H", "H", "H", "H", "H", "H", "H", "H", "H", "H", "H", "H", "H", "H", "H", "H", "H", "H", "Br", "C", "C", "C", "C", "C", "C", "N", "N", "C", "C", "C", "C", "O", "C", "N", "C", "C", "C", "C", "H", "H", "H", "H", "H", "H", "H", "H", "H"],
  "positions_angstrom": [[1.34973, -1.18129, -0.72745], [2.77627, -6.98272, 3.72408], [2.36254, -5.65349, 3.15741], [2.42215, -5.40536, 1.79058], [2.00651, -4.18677, 1.27091], [1.52578, -3.22063, 2.13560], [1.48483, -3.42442, 3.51066], [1.90510, -4.64162, 4.00763], [0.88559, -1.70062, 1.51376], [1.30844, -0.59706, 2.38229], [-0.87566, -1.99418, 1.66332], [-1.33765, -3.20881, 1.10643], [-2.65909, -3.51733, 1.15620], [-3.58293, -2.61923, 1.74339], [-4.96846, -2.91587, 1.78357], [-5.85582, -2.02415, 2.30653], [-5.39763, -0.79040, 2.82160], [-4.06860, -0.48531, 2.81358], [-3.11701, -1.39538, 2.27644], [-1.72079, -1.07499, 2.22080], [-1.29780, 0.23677, 2.81673], [-1.24247, 0.31938, 4.24560], [-1.46553, -0.81886, 5.06603], [-1.30755, -0.74633, 6.41889], [-0.92982, 0.46741, 7.03458], [-0.73230, 1.58161, 6.27549], [-0.87806, 1.53422, 4.86707], [-0.62234, 2.67539, 4.06599], [-0.65967, 2.58207, 2.71274], [-0.98980, 1.35385, 2.08896], [-0.78475, 1.43063, 0.30412], [-0.84712, 0.02437, -0.24313], [-2.32866, 2.19976, -0.11741], [-2.32967, 3.54118, -0.45495], [-3.54406, 4.18875, -0.65433], [-4.74598, 3.50612, -0.51879], [-6.06479, 4.21394, -0.66503], [-4.71186, 2.13842, -0.22510], [-3.51578, 1.48085, -0.02244], [3.14974, -7.64871, 2.94905], [1.92828, -7.46686, 4.21051], [3.55359, -6.85813, 4.47855], [2.80371, -6.16991, 1.12569], [2.06214, -3.98394, 0.20691], [1.13869, -2.63389, 4.16597], [1.88020, -4.81663, 5.07624], [-0.63260, -3.89738, 0.65868], [-3.02004, -4.45410, 0.75035], [-5.30883, -3.86399, 1.38594], [-6.91196, -2.25728, 2.33046], [-6.10913, -0.08411, 3.22903], [-3.73121, 0.46001, 3.21634], [-1.76261, -1.75513, 4.61214], [-1.47830, -1.62395, 7.02865], [-0.79939, 0.50874, 8.10757], [-0.44451, 2.51872, 6.73584], [-0.37776, 3.61316, 4.54872], [-0.43532, 3.44542, 2.09651], [-1.39516, 4.08076, -0.55517], [-3.55396, 5.23998, -0.91409], [-5.92902, 5.25972, -0.93353], [-6.62019, 4.17416, 0.27310], [-6.68218, 3.73800, -1.42770], [-5.64197, 1.58803, -0.14377], [-3.49158, 0.42175, 0.20086], [1.14583, 5.55369, -8.75928], [2.42005, 4.43434, -8.02287], [2.71998, 4.55299, -6.65270], [3.63771, 3.70729, -6.09533], [4.26629, 2.73525, -6.91014], [4.00620, 2.66758, -8.29443], [3.06250, 3.49869, -8.84171], [5.17703, 1.83926, -6.44164], [5.37972, 1.64963, -5.25008], [4.88823, 1.27578, -4.13305], [5.55671, 1.72580, -2.90988], [5.03814, 1.45556, -1.71595], [3.80440, 0.64482, -1.56255], [3.30740, 0.45391, -0.48181], [3.20474, 0.04355, -2.82281], [2.17267, -0.80151, -2.68928], [1.66447, -1.38389, -3.77734], [2.19140, -1.18520, -5.04521], [3.25328, -0.32147, -5.19353], [3.75036, 0.33342, -4.07033], [2.22578, 5.30743, -6.05780], [3.90362, 3.79661, -5.04958], [4.52672, 1.93300, -8.89481], [2.82121, 3.44670, -9.89360], [6.44578, 2.33275, -3.02081], [5.48625, 1.82338, -0.80245], [0.82220, -2.04315, -3.62026], [1.78110, -1.72159, -5.88834], [3.70433, -0.17894, -6.16762]]
}


{
  "formula": "C49H36F6N8O3PPd",
  "method": "wB97M-V/def2-TZVPD",
  "homo_ev": [-12.021, -12.021],
  "multiplicity": 2,
  "gap_ev": [4.35, 4.30],
  "lumo_ev": [-7.67, -7.72],
  "charge": 2,
  "species": ["Pd", "C", "O", "C", "C", "C", "C", "C", "C", "N", "N", "C", "C", "C", "C", "O", "C", "N", "C", "C", "C", "C", "H", "H", "H", "H", "H", "H", "H", "H", "H", "H", "H", "H", "C", "O", "C", "C", "C", "C", "C", "C", "C", "N", "C", "C", "N", "C", "C", "C", "C", "N", "C", "C", "N", "C", "C", "C", "C", "H", "H", "H", "H", "H", "H", "H", "H", "H", "H", "H", "H", "H", "H", "F", "P", "F", "F", "F", "F", "F", "N", "C", "C", "C", "C", "C", "C", "C", "C", "C", "C", "C", "C", "C", "H", "H", "H", "H", "H", "H", "H", "H", "H", "H"],
  "positions_angstrom": [[-0.68605, -0.12964, 1.23292], [-5.18315, -5.32094, -5.22568], [-5.07555, -3.97594, -4.79558], [-5.82975, -3.52314, -3.79278], [-6.76995, -4.27044, -3.06518], [-7.43335, -3.70384, -2.00148], [-7.15705, -2.38444, -1.60848], [-6.25765, -1.61424, -2.38238], [-5.62015, -2.17264, -3.45268], [-7.81015, -1.84724, -0.54808], [-7.47125, -0.86214, 0.09102], [-6.26705, -0.39514, 0.41462], [-6.04455, 0.99386, 0.49682], [-4.77535, 1.50506, 0.50612], [-3.62945, 0.66046, 0.52802], [-2.45075, 1.07266, 0.36762], [-3.87455, -0.75474, 0.75942], [-2.80765, -1.50394, 1.05992], [-2.95675, -2.77894, 1.33482], [-4.20805, -3.40154, 1.31982], [-5.32325, -2.65814, 1.00602], [-5.17485, -1.29644, 0.70172], [-4.45235, -5.43044, -6.02508], [-6.17935, -5.53344, -5.61798], [-4.94485, -6.01534, -4.41488], [-6.98115, -5.29174, -3.33948], [-8.13285, -4.28594, -1.42248], [-6.11075, -0.57044, -2.15128], [-4.95075, -1.59214, -4.06628], [-6.89905, 1.64996, 0.42102], [-4.61705, 2.56966, 0.46532], [-2.06685, -3.32874, 1.60772], [-4.28625, -4.44604, 1.57312], [-6.30215, -3.11634, 1.04192], [9.72165, 9.38796, 1.03932], [9.82695, 7.97956, 0.98902], [8.75565, 7.20576, 0.97252], [7.41945, 7.65126, 0.97912], [6.39275, 6.74246, 0.95082], [6.64245, 5.35646, 0.92562], [7.98035, 4.91336, 0.92022], [9.00925, 5.81416, 0.94202], [5.52645, 4.45526, 0.92172], [4.25865, 4.83716, 0.88212], [3.52015, 3.71436, 0.90732], [4.36345, 2.58536, 0.96692], [5.62725, 3.08266, 0.97502], [3.86415, 1.26316, 1.04812], [4.64745, 0.11206, 1.22342], [4.02235, -1.10604, 1.33952], [2.63015, -1.16314, 1.24242], [1.88075, -0.09744, 1.06192], [2.45215, 1.11066, 0.99782], [1.57535, 2.25926, 0.95622], [0.24765, 2.04716, 1.01252], [-0.56915, 3.07166, 1.12792], [-0.12685, 4.39726, 1.15142], [1.21875, 4.65586, 1.03902], [2.10085, 3.57366, 0.94412], [10.74455, 9.75916, 1.06042], [9.19945, 9.71596, 1.94112], [9.20865, 9.78246, 0.15892], [7.19625, 8.70546, 1.00522], [5.36545, 7.07086, 0.95252], [8.21605, 3.86006, 0.89402], [10.03815, 5.49076, 0.93842], [6.48205, 2.55146, 1.02062], [5.72295, 0.18316, 1.28762], [4.58555, -2.00904, 1.50972], [2.11385, -2.10994, 1.32152], [-1.62665, 2.85136, 1.20042], [-0.84235, 5.19496, 1.26032], [1.61615, 5.65966, 1.04532], [-1.96655, 0.73196, 3.12402], [-1.00345, 0.04566, 4.32842], [-0.01055, -0.65964, 5.32482], [-0.95735, 1.43796, 5.07172], [0.30765, 0.53516, 3.37542], [-2.30785, -0.46104, 5.05482], [-1.01125, -1.33564, 3.36752], [-0.09025, -1.97214, 0.62832], [-0.15465, -2.79814, -0.30668], [0.33825, -4.17984, -0.15488], [0.76875, -4.92364, -1.25278], [1.25645, -6.20384, -1.06738], [1.32385, -6.74874, 0.20532], [0.91185, -6.00734, 1.30372], [0.42665, -4.72664, 1.12952], [-0.74015, -2.34634, -1.60008], [-1.54445, -3.18904, -2.35798], [-2.08125, -2.73314, -3.54858], [-1.83155, -1.44024, -3.97698], [-1.06055, -0.58564, -3.20348], [-0.51975, -1.03274, -2.01238], [0.74625, -4.49604, -2.24368], [1.58365, -6.77474, -1.92218], [1.70905, -7.74584, 0.34232], [0.96895, -6.42964, 2.29522], [0.11725, -4.13694, 1.98202], [-1.75095, -4.19134, -2.01478], [-2.69195, -3.38874, -4.14938], [-2.23985, -1.09664, -4.91478], [-0.87855, 0.42626, -3.53028], [0.10345, -0.37674, -1.40698]]
}


{
  "formula": "C49H37BrF4N9O2PSn",
  "method": "wB97M-V/def2-TZVPD",
  "homo_ev": -7.457,
  "gap_ev": 7.49,
  "lumo_ev": 0.04,
  "charge": 0,
  "species": ["Sn", "O", "C", "C", "C", "C", "C", "C", "C", "O", "N", "N", "C", "C", "C", "C", "C", "C", "N", "H", "H", "H", "H", "H", "H", "H", "H", "H", "H", "C", "N", "C", "C", "C", "C", "C", "N", "C", "C", "C", "C", "C", "C", "H", "H", "H", "H", "H", "H", "H", "H", "H", "H", "H", "F", "C", "C", "F", "C", "F", "C", "P", "C", "C", "C", "C", "C", "C", "C", "C", "C", "C", "C", "C", "C", "Br", "C", "F", "H", "H", "H", "H", "H", "H", "H", "H", "H", "H", "N", "C", "C", "N", "C", "C", "N", "C", "C", "N", "H", "H", "H", "H", "H", "H"],
  "positions_angstrom": [[0.15119, 0.05252, 0.60233], [4.30649, 1.66389, -3.30110], [3.72031, 2.78319, -2.85261], [4.24003, 4.00447, -3.28503], [3.69831, 5.19445, -2.84240], [2.61503, 5.19833, -1.96605], [2.08349, 3.99313, -1.55110], [2.61569, 2.77472, -1.97948], [1.98748, 1.52511, -1.47026], [0.85843, 1.61045, -0.90214], [2.65984, 0.40613, -1.71331], [2.02868, -0.70160, -1.24442], [2.61189, -1.79879, -1.52714], [2.07893, -3.10483, -1.11905], [2.83751, -4.24930, -1.36526], [2.35710, -5.47868, -0.95718], [1.13115, -5.53784, -0.31486], [0.43878, -4.34998, -0.12555], [0.88423, -3.16275, -0.52155], [3.90130, 0.91990, -2.77902], [5.08478, 3.98856, -3.96219], [4.12775, 6.13153, -3.17510], [2.19249, 6.13135, -1.61747], [1.23580, 3.96161, -0.87894], [3.53453, -1.78891, -2.10934], [3.79773, -4.15981, -1.85920], [2.93168, -6.37989, -1.13376], [0.72035, -6.47816, 0.02761], [-0.52900, -4.34738, 0.36275], [3.62651, 0.13072, 1.55748], [2.25448, 0.59307, 1.75255], [2.06038, 1.45114, 2.69374], [0.79085, 2.03186, 2.93957], [0.40076, 2.98368, 3.88614], [-0.94918, 3.24606, 3.63753], [-1.30657, 2.45118, 2.54102], [-0.26048, 1.72548, 2.11778], [3.93279, -1.18410, 2.24817], [2.95992, -2.16758, 2.40531], [3.26139, -3.37025, 3.02923], [4.54402, -3.60819, 3.50337], [5.52278, -2.63669, 3.34493], [5.21652, -1.43383, 2.72382], [4.33025, 0.88773, 1.91540], [3.80399, 0.02277, 0.49187], [2.89540, 1.78754, 3.31317], [1.02508, 3.40352, 4.66164], [-1.59097, 3.93731, 4.16125], [-2.26885, 2.38280, 2.05145], [1.95811, -1.98789, 2.03156], [2.48928, -4.12171, 3.14299], [4.77788, -4.54359, 3.99612], [6.52486, -2.81286, 3.71557], [5.98587, -0.67800, 2.60295], [-5.32312, 3.17425, -4.96133], [-4.39369, 2.37290, -4.45201], [-3.85190, 1.36178, -5.21793], [-4.25453, 1.19416, -6.47572], [-2.89209, 0.53131, -4.67072], [-2.40071, -0.40566, -5.48571], [-2.44219, 0.65823, -3.36260], [-1.17496, -0.47627, -2.59912], [-1.99200, -2.11585, -2.79699], [-2.07220, -2.89901, -3.94870], [-2.72087, -4.12451, -3.91844], [-3.29903, -4.59042, -2.74354], [-3.20513, -3.83374, -1.58591], [-2.54338, -2.61245, -1.61322], [0.12613, -0.42879, -3.88742], [0.90591, -1.55521, -4.14735], [1.97484, -1.48063, -5.02968], [2.29395, -0.27687, -5.64161], [1.54253, 0.85654, -5.36368], [0.46625, 0.78057, -4.49346], [-2.99675, 1.70456, -2.61415], [-2.48970, 2.07041, -0.83479], [-3.95984, 2.54169, -3.15243], [-4.49926, 3.53081, -2.43708], [-1.61743, -2.56960, -4.87164], [-2.77573, -4.72098, -4.82087], [-3.81197, -5.54485, -2.73280], [-3.63628, -4.19683, -0.66010], [-2.43209, -2.02874, -0.70287], [0.68622, -2.48921, -3.64373], [2.56608, -2.36635, -5.23241], [3.13058, -0.21842, -6.32644], [1.80621, 1.80577, -5.81345], [-0.10432, 1.67590, -4.26893], [-1.90408, -1.64100, 4.86186], [-0.63042, -1.73480, 5.36893], [0.19175, -1.41909, 4.33093], [-0.54567, -1.14906, 3.20347], [-1.80246, -1.27713, 3.55347], [-2.95692, -1.00225, 2.70881], [-2.93429, -0.28216, 1.61491], [-4.22957, -0.23917, 1.16457], [-5.04620, -0.93753, 2.00305], [-4.22307, -1.42487, 2.99048], [-2.74697, -1.74558, 5.39655], [-0.43418, -1.98847, 6.39626], [1.26909, -1.36859, 4.32362], [-4.49851, 0.29487, 0.26710], [-6.10413, -1.13460, 1.98451], [-4.51557, -2.02212, 3.74251]]
}